# 1
This record from the OMol25 dataset describes 2 unconnected molecules or ions with the total composition C6H15O. The level of theory is ωB97M-V/def2-TZVPD.

Atoms and positions in Å:
O1 0.20651 0.97440 0.57341
C1 0.41449 2.15019 1.21905
C2 -0.54609 -0.97300 -1.84283
C3 -1.04996 -1.96574 0.41973
C4 0.55064 1.97129 2.74752
C5 0.50008 -0.09581 -2.52037
C6 0.01464 -1.75225 -0.65301
H1 -0.34684 1.46742 3.12349
H2 -1.95740 -2.41592 -0.00789
H3 1.35743 2.64162 0.87586
H4 -0.72702 -2.64380 1.21906
H5 1.38560 1.30183 2.94493
H6 0.08506 0.39640 -3.39729
H7 1.38806 -0.66503 -2.81112
H8 -0.43107 2.86003 1.05605
H9 -1.00672 -1.65553 -2.56785
H10 -1.26327 -0.98950 0.84997
H11 0.82457 0.64134 -1.78048
H12 0.72817 2.92286 3.26723
H13 0.80383 -1.14737 -0.21391
H14 -1.33920 -0.30611 -1.49272
H15 0.40850 -2.71731 -1.00883

Gap between HOMO and LUMO (eV): 6.8
Energy above the lowest of the compared OMol25 structures with the same formula, charge and spin (kcal per mole): 2.1
DFT total energy (eV): -8512.44722
LUMO (eV): 4.3
F_max (eV/Å): 0.902
Total charge: -1

Löwdin atomic charge list, values in e, 6 entries: atom 1 (O): -0.333, atom 2 (C): -0.576, atom 3 (C): -0.303, atom 4 (C): -0.141, atom 5 (C): -0.160, atom 6 (C): -0.137

***

# 2
This record from the OMol25 dataset describes a molecular structure, C6H15O4PTl. The level of theory is ωB97M-V/def2-TZVPD.

Atoms and positions in Å:
Tl1 -4.03159 5.39218 -5.97189
P1 -6.63517 8.25801 -3.95112
O1 -8.24243 8.12571 -4.07886
O2 -6.39874 7.96571 -2.33043
O3 -5.89287 7.43067 -4.88476
O4 -6.35711 9.85738 -4.05064
C1 -5.07411 10.33435 -3.63198
C2 -4.29238 11.23743 -4.60238
C3 -7.01402 8.09869 0.10824
C4 -8.90477 7.57950 -5.18432
C5 -7.14920 8.77511 -1.33699
C6 -10.27169 8.23535 -5.23960
H1 -5.10949 10.78848 -2.64172
H2 -4.50636 9.45358 -3.33199
H3 -11.01160 7.72054 -5.85245
H4 -7.69531 7.24786 0.11319
H5 -7.38324 8.72722 0.91862
H6 -4.27814 10.93610 -5.64981
H7 -8.21017 8.69817 -1.57473
H8 -8.39046 7.74818 -6.13043
H9 -8.96632 6.49272 -5.12762
H10 -6.81896 9.81383 -1.34818
H11 -4.50110 12.29724 -4.74846
H12 -10.65375 8.26535 -4.21918
H13 -6.02994 7.76514 0.43756
H14 -3.29603 11.17355 -4.16498
H15 -10.25141 9.25175 -5.63282

Gap between HOMO and LUMO (alpha / beta) (eV): 4.5 / 4.9
2S+1: 2
DFT total energy (eV): -28581.96588
LUMO (alpha / beta) (eV): -20.7 / -20.3
F_max (eV/Å): 5.947
Total charge: +4

Löwdin atomic charge list, values in e, 6 entries: atom 1 (Tl): 1.113, atom 2 (P): 0.555, atom 3 (O): -0.082, atom 4 (O): -0.061, atom 5 (O): -0.306, atom 6 (O): -0.062

***

# 3
This record from the OMol25 dataset describes a gas-phase ion, C6H15O4Si2 (charge -1). The level of theory is ωB97M-V/def2-TZVPD.

Atoms and positions in Å:
Si1 -2.71504 1.75342 0.72274
Si2 -0.41470 1.86436 -1.30480
O1 2.21608 -0.59952 -2.74379
O2 0.02683 -0.57791 1.34559
O3 -1.38890 1.40729 -0.04336
O4 1.07339 1.09087 -1.89471
C1 1.44439 -2.58585 0.69502
C2 1.39869 -0.16434 -1.96933
C3 2.28596 -0.16686 0.68712
C4 -0.52837 -1.55035 -1.61805
C5 0.99906 -0.97758 0.43688
C6 0.61182 -1.09572 -1.04391
H1 1.78688 -3.14467 -0.18742
H2 -2.82943 3.18235 0.25142
H3 2.53889 -0.13436 1.77766
H4 -0.28299 0.18730 0.91142
H5 0.66726 -3.14822 1.22556
H6 2.36062 -2.50801 1.25330
H7 0.63552 2.24808 0.01007
H8 3.20917 -0.42664 0.20447
H9 -3.80571 0.95768 0.26975
H10 -1.16667 -2.07553 -1.04611
H11 -0.80131 -1.42165 -2.59555
H12 -1.27051 1.04825 -2.35488
H13 -0.40032 3.26637 -1.86135
H14 2.10803 0.89214 0.44891
H15 -2.44392 1.88373 2.16387

Gap between HOMO and LUMO (eV): 7.5
Energy above the lowest of the compared OMol25 structures with the same formula, charge and spin (kcal per mole): 4.2
DFT total energy (eV): -30411.19042
LUMO (eV): 3.2
F_max (eV/Å): 5.130
Total charge: -1

Löwdin atomic charge list, values in e, 6 entries: atom 1 (Si): 0.446, atom 2 (Si): 0.255, atom 3 (O): 0.069, atom 4 (O): 0.003, atom 5 (O): -0.601, atom 6 (O): -0.165

***

# 4
This record from the OMol25 dataset describes 2 unconnected molecules or ions with the total composition C6H15S. The level of theory is ωB97M-V/def2-TZVPD.

Atoms and positions in Å:
S1 -0.04959 -0.22733 -1.65157
C1 2.15498 1.07541 1.06000
C2 0.31774 -0.51746 1.73858
C3 1.78223 -0.37334 1.34532
C4 -1.98809 1.51960 -2.61765
C5 -0.18105 -1.95072 1.63292
C6 -1.69292 0.04200 -2.39177
H1 -0.07883 -2.28100 0.59851
H2 3.20382 1.17967 0.77071
H3 -2.99000 1.73224 -3.01058
H4 -0.27000 0.06623 1.02408
H5 1.96712 1.72801 1.91814
H6 -2.46311 -0.38905 -1.74307
H7 1.92856 -0.93264 0.41687
H8 -1.23889 1.92444 -3.30338
H9 -1.84873 2.06110 -1.67845
H10 0.13918 -0.11371 2.74330
H11 2.43166 -0.82910 2.10227
H12 -1.24762 -2.00380 1.87094
H13 1.53645 1.41088 0.22518
H14 -1.75639 -0.48007 -3.35174
H15 0.34348 -2.64139 2.30137

Gap between HOMO and LUMO (eV): 6.5
Energy above the lowest of the compared OMol25 structures with the same formula, charge and spin (kcal per mole): 0.0
DFT total energy (eV): -17301.45291
LUMO (eV): 4.1
F_max (eV/Å): 0.388
Total charge: -1

Löwdin atomic charge list, values in e, 6 entries: atom 1 (S): 0.252, atom 2 (C): -0.143, atom 3 (C): -0.341, atom 4 (C): -0.320, atom 5 (C): -0.261, atom 6 (C): -0.150

***

# 5
This record from the OMol25 dataset describes 2 unconnected molecules or ions with the total composition C6H16. The level of theory is ωB97M-V/def2-TZVPD.

Atoms and positions in Å:
C1 0.78773 0.18518 -1.46673
C2 -2.25535 -0.98067 2.66401
C3 1.13760 -1.31270 -1.21520
C4 1.79387 0.86054 -2.41986
C5 -1.64034 0.15885 1.92563
C6 0.62569 1.14971 -0.31062
H1 -1.17919 -0.25783 1.03346
H2 0.25267 -1.77035 -0.75823
H3 2.03957 -1.46868 -0.43673
H4 0.66811 0.70622 0.65805
H5 -1.90437 -1.02511 3.66439
H6 2.08034 0.33811 -3.34075
H7 1.42344 -1.86438 -2.02601
H8 -3.32503 -0.85435 2.71054
H9 -0.86700 0.58789 2.68760
H10 -2.25682 -1.94705 2.14448
H11 -2.37528 0.91929 1.73948
H12 2.85809 1.07787 -2.01485
H13 -0.34356 1.50599 -0.22260
H14 1.30111 2.04209 -0.27306
H15 1.29968 1.81333 -2.66264
H16 -0.12096 0.13606 -2.08033

Gap between HOMO and LUMO (eV): 12.0
Energy above the lowest of the compared OMol25 structures with the same formula, charge and spin (kcal per mole): 36.2
DFT total energy (eV): -6480.08891
LUMO (eV): 1.1
F_max (eV/Å): 5.216
Total charge: 0
Structure (SMILES): CC(C)C.CC

Löwdin atomic charge list, values in e, 6 entries: atom 1 (C): -0.460, atom 2 (C): -0.191, atom 3 (C): -0.078, atom 4 (C): -0.124, atom 5 (C): -0.179, atom 6 (C): -0.105

***

# 6
This record from the OMol25 dataset describes 2 unconnected molecules or ions with the total composition C6H16. The level of theory is ωB97M-V/def2-TZVPD.

Atoms and positions in Å:
C1 -3.15451 -1.00655 -0.14719
C2 3.03589 -0.17409 0.79555
C3 -2.57991 -0.36614 -1.57649
C4 1.98378 1.93122 1.73167
C5 -1.36142 -0.97777 -2.11120
C6 1.76631 0.48845 1.29524
H1 -0.63161 -1.20516 -1.28803
H2 -2.33298 0.63065 -1.21593
H3 2.57164 2.45938 0.96834
H4 3.62673 0.48435 0.14913
H5 -1.49848 -1.79195 -2.81366
H6 1.10119 2.57581 1.68809
H7 2.91842 -1.12062 0.26715
H8 -3.43722 -2.04506 -0.27009
H9 0.99374 0.46674 0.50648
H10 -2.37670 -0.75322 0.56564
H11 -0.68774 -0.21412 -2.58336
H12 3.75871 -0.36759 1.58537
H13 2.52368 2.01039 2.66471
H14 1.23564 -0.06045 2.07786
H15 -3.39067 -0.53607 -2.29722
H16 -4.06450 -0.42820 0.00793

Gap between HOMO and LUMO (alpha / beta) (eV): 10.7 / 3.4
2S+1: 2
Energy above the lowest of the compared OMol25 structures with the same formula, charge and spin (kcal per mole): 17.0
DFT total energy (eV): -6470.13053
LUMO (alpha / beta) (eV): -3.3 / -10.5
F_max (eV/Å): 2.530
Total charge: +1

Löwdin atomic charge list, values in e, 6 entries: atom 1 (C): 0.099, atom 2 (C): -0.126, atom 3 (C): -0.119, atom 4 (C): -0.124, atom 5 (C): -0.025, atom 6 (C): -0.337

***

# 7
This record from the OMol25 dataset describes 2 unconnected molecules or ions with the total composition C6H16BBrNO5S. The level of theory is ωB97M-V/def2-TZVPD.

Atoms and positions in Å:
Br1 1.16862 1.28615 -2.94677
S1 1.58705 0.43379 0.02204
O1 4.31756 0.00675 -0.55661
O2 -3.00915 -0.08296 -0.25625
O3 -4.88194 0.43411 0.66202
O4 0.34706 -1.76466 0.41274
O5 3.48842 2.24834 -0.73371
N1 -3.93499 -0.29483 0.50977
C1 0.05706 3.14543 -0.08258
C2 0.27975 -3.02782 1.08991
C3 -3.90621 -1.54497 1.31712
C4 0.33795 0.85382 -1.25883
C5 1.59822 -1.38578 -0.02339
C6 -0.60705 1.92968 -0.74773
B1 3.33736 0.93725 -0.55416
H1 -1.34428 1.43349 -0.11622
H2 -0.18031 -3.76826 0.43422
H3 2.41211 -1.67008 0.65299
H4 -0.32988 -2.89485 1.98139
H5 1.81988 -1.72435 -1.04367
H6 -0.33161 3.30534 0.92233
H7 1.27335 -3.37152 1.38273
H8 4.41211 2.51829 -0.83665
H9 -3.00398 -2.08883 1.06643
H10 -4.80004 -2.10793 1.06682
H11 1.14474 3.05136 -0.01607
H12 4.14920 -0.82862 -1.00543
H13 -0.12961 4.05130 -0.65805
H14 -1.16148 2.26420 -1.62770
H15 -3.93146 -1.25116 2.36213
H16 -0.17845 -0.09266 -1.41884

Gap between HOMO and LUMO (eV): 10.6
DFT total energy (eV): -99755.71997
LUMO (eV): -3.2
F_max (eV/Å): 0.520
Total charge: +1

Löwdin atomic charge list, values in e, 6 entries: atom 1 (Br): 0.834, atom 2 (S): 1.236, atom 3 (O): 0.188, atom 4 (O): 0.034, atom 5 (O): 0.101, atom 6 (O): -0.225

***

# 8
This record from the OMol25 dataset describes 2 unconnected molecules or ions with the total composition C6H16BN2O4. The level of theory is ωB97M-V/def2-TZVPD.

Atoms and positions in Å:
O1 -3.38233 0.04432 2.59864
O2 -0.46560 1.58608 -2.15124
O3 1.29210 0.00496 -2.62255
O4 -0.39669 -0.36068 -0.88793
N1 -2.64257 -1.60577 3.96101
N2 -4.79747 -1.65362 3.11309
C1 2.50188 -0.54595 -2.21550
C2 -1.37692 0.44030 -0.29066
C3 3.64558 0.49296 -2.16056
C4 4.43067 0.49648 -0.84833
C5 -1.44045 1.73765 -1.16014
C6 -3.59297 -0.99515 3.18280
B1 0.49654 0.61892 -1.57622
H1 -1.72705 -1.19563 3.94293
H2 -2.42132 1.89432 -1.62613
H3 -4.96741 -2.53976 3.54672
H4 5.22056 -0.26118 -0.83466
H5 4.33195 0.32745 -2.99894
H6 -1.23179 2.60712 -0.51510
H7 -1.11306 0.71066 0.74273
H8 3.18228 1.46755 -2.32111
H9 4.90476 1.46419 -0.66240
H10 2.41064 -1.01762 -1.22609
H11 -2.33076 -0.09885 -0.25704
H12 2.75857 -1.34482 -2.92187
H13 -2.77405 -2.50029 4.39078
H14 1.21772 1.18669 -0.70080
H15 3.75903 0.29467 -0.01161
H16 -5.49186 -1.25500 2.51016

Gap between HOMO and LUMO (eV): 6.6
DFT total energy (eV): -18331.78873
LUMO (eV): 2.6
F_max (eV/Å): 0.264
Total charge: -1

Löwdin atomic charge list, values in e, 6 entries: atom 1 (O): 0.044, atom 2 (O): -0.037, atom 3 (O): -0.023, atom 4 (O): -0.048, atom 5 (N): 0.143, atom 6 (N): 0.137

***

What is the DFT total energy in the fifth record? -6480.08891 eV